<w>
Entry from the Open Molecules 2025 dataset: a 2-piece molecular cluster, C5H7NS overall (ωB97M-V/def2-TZVPD).

Computed properties:
HOMO level (spin up / spin down)	-7.434 / -7.434	eV
orbital gap (spin up / spin down)	7.387 / 7.388	eV
LUMO energy (spin up / spin down)	-0.05 / -0.05	eV

XYZ file:
```
14
C5H7NS (ωB97M-V/def2-TZVPD)
S -0.0326 -2.7587 -1.3279
N 1.9388 -0.4480 0.5768
C -0.4095 0.1917 0.3905
C 0.7872 -0.6845 0.3742
C -1.3218 -2.2056 -2.1002
C -2.4128 -1.9607 -2.8012
C 3.1997 -0.3757 0.5451
H -2.8656 -1.0035 -2.7824
H 3.6494 -0.1235 -0.3765
H -2.5988 -2.6927 -3.6776
H -1.2357 -0.3821 0.3423
H -0.3130 0.7886 1.2750
H 3.7322 -0.2771 1.4909
H -0.3420 0.7102 -0.6128
```

Mulliken atomic charge list, values in e, 4 entries: -0.20 -0.06 -0.90 0.00

<x>
Entry from the Open Molecules 2025 dataset: one molecule with the formula C5H7NS (ωB97M-V/def2-TZVPD).

Computed properties:
HOMO level	-8.568	eV
orbital gap	9.405	eV
LUMO energy	0.84	eV

XYZ file:
```
14
C5H7NS (ωB97M-V/def2-TZVPD)
S 1.0064 1.4645 -0.1070
N 1.2004 -1.1988 -0.0671
C -0.8545 -0.5261 -1.2083
C 1.2540 -0.8186 1.1371
C 0.8425 -0.1964 -0.9142
C 1.1264 0.5824 1.5104
C -1.7253 0.4448 -1.4607
H 0.2363 0.8674 1.8654
H -1.5612 1.4089 -1.6440
H -0.9637 -1.5445 -1.3345
H 1.5274 -1.6724 1.8628
H -2.8184 0.2521 -1.6434
H 1.9054 0.9615 2.1417
H 1.3250 -0.1748 -1.8479
```

Mulliken atomic charge list, values in e, 4 entries: -0.20 -0.51 -0.36 -0.15

<y>
Entry from the Open Molecules 2025 dataset: one molecule with the formula C5H7NS (ωB97M-V/def2-TZVPD).

Computed properties:
HOMO level	-8.666	eV
orbital gap	9.186	eV
LUMO energy	0.52	eV

XYZ file:
```
14
C5H7NS (ωB97M-V/def2-TZVPD)
S 0.4944 -1.6373 0.4089
N 0.1887 0.5797 -0.9360
C -1.1798 0.1725 -0.9314
C 2.3507 0.3513 -0.0460
C -1.8239 0.0146 0.4976
C -1.4784 -1.1555 -0.3815
C 0.9752 -0.1492 -0.2973
H -2.8997 0.1227 0.5291
H 2.3957 1.4168 0.2393
H -1.7566 0.3281 -1.8728
H -2.1762 -1.8847 -0.6437
H 2.7022 -0.1412 0.8830
H -1.4687 0.2416 1.4352
H 2.9729 0.1152 -0.9185
```

Mulliken atomic charge list, values in e, 4 entries: -0.24 -0.58 -0.16 -0.95

Which is the most stable structure? <y> is the most stable.

<w>
Entry from the Open Molecules 2025 dataset: one molecule with the formula CH4O (ωB97M-V/def2-TZVPD).

Computed properties:
HOMO level	-9.575	eV
orbital gap	10.450	eV
LUMO energy	0.87	eV

XYZ file:
```
6
CH4O (ωB97M-V/def2-TZVPD)
O 0.9558 -0.2400 -0.0818
C -0.3567 -0.0305 -0.0297
H -0.7275 1.0239 -0.0520
H 1.5426 0.6642 0.1465
H -0.7813 -0.6298 -0.7579
H -0.6329 -0.7877 0.7750
```

Mulliken atomic charge list, values in e, 4 entries: -0.53 -0.50 0.26 0.33

<x>
Entry from the Open Molecules 2025 dataset: one molecule with the formula CH4O (ωB97M-V/def2-TZVPD).

Computed properties:
HOMO level	-10.388	eV
orbital gap	11.413	eV
LUMO energy	1.03	eV

XYZ file:
```
6
CH4O (ωB97M-V/def2-TZVPD)
O 23.7461 38.3254 -19.8821
C 24.1578 36.9562 -19.8764
H 23.5037 38.4142 -18.9575
H 24.9064 36.9237 -19.0849
H 23.3717 36.2704 -19.5606
H 24.7460 36.6660 -20.7470
```

Mulliken atomic charge list, values in e, 4 entries: -0.48 -0.56 0.31 0.25

Which is the most stable structure? <x> is the most stable.

<w>
Entry from the Open Molecules 2025 dataset: one molecule with the formula C3H7N (ωB97M-V/def2-TZVPD).

Computed properties:
HOMO level	-9.465	eV
orbital gap	10.717	eV
LUMO energy	1.25	eV

XYZ file:
```
11
C3H7N (ωB97M-V/def2-TZVPD)
N 1.2316 0.2377 0.5099
C 0.4250 1.1539 -0.3825
C 0.1605 -0.2928 -0.2940
C -1.0493 -0.8157 0.4406
H -1.9467 -0.6910 -0.1677
H 0.4217 -0.8478 -1.1995
H -1.1717 -0.2665 1.3724
H 2.1563 -0.0047 0.1699
H 0.9269 1.5558 -1.2562
H -0.9224 -1.8722 0.6774
H -0.2319 1.8434 0.1296
```

Mulliken atomic charge list, values in e, 4 entries: -0.58 -0.47 0.28 -1.22

<x>
Entry from the Open Molecules 2025 dataset: a 2-piece molecular cluster, C3H7N overall (ωB97M-V/def2-TZVPD).

Computed properties:
HOMO level	-7.476	eV
orbital gap	8.728	eV
LUMO energy	1.25	eV

XYZ file:
```
11
C3H7N (ωB97M-V/def2-TZVPD)
N 0.3109 -0.3030 -0.2300
C 1.4138 0.3287 0.0462
C -0.8945 -0.1193 -1.0270
C -0.7590 -0.9638 0.1736
H -0.6356 0.5320 1.6196
H -0.8430 -0.5053 -2.0475
H -0.9265 -1.9756 0.5004
H -1.3706 0.8627 -0.9296
H -0.0713 1.0521 1.6520
H 1.7285 1.1378 -0.5980
H 2.0471 -0.0461 0.8404
```

Mulliken atomic charge list, values in e, 4 entries: 0.00 -0.52 -0.28 -0.45

Which is the most stable structure? <w> is the most stable.

<w>
Entry from the Open Molecules 2025 dataset: one molecule with the formula C7H9NO2SSi (ωB97M-V/def2-TZVPD).

Computed properties:
HOMO level	-9.913	eV
orbital gap	8.949	eV
LUMO energy	-0.96	eV

XYZ file:
```
21
C7H9NO2SSi (ωB97M-V/def2-TZVPD)
S -1.2843 -0.5939 -1.0060
Si -2.8178 2.1719 -0.0807
O -1.7610 -1.9553 -1.1261
O -1.4852 0.1588 -2.2033
N -1.6682 0.0139 1.6707
C -2.0631 0.5463 0.4047
C 1.4768 0.1209 -1.0609
C 0.5180 -0.6543 -0.4929
C 0.7506 -1.5294 0.5583
C 1.9876 -1.5642 1.1334
C 2.6896 0.1231 -0.3681
C 2.9870 -0.7223 0.6518
H -2.7491 3.0303 1.1724
H 1.2516 0.7518 -1.9312
H -0.0087 -2.2665 0.7758
H -1.0222 -0.7916 1.4803
H -4.1764 2.0675 -0.8356
H 2.1375 -1.8813 2.1651
H 3.3713 0.7748 -0.7017
H 4.0026 -0.7969 0.9331
H -2.1366 2.9964 -1.1391
```

Mulliken atomic charge list, values in e, 4 entries: 1.00 0.32 -0.60 -0.64

<x>
Entry from the Open Molecules 2025 dataset: a 2-piece molecular cluster, C7H9NO2SSi overall (ωB97M-V/def2-TZVPD).

Computed properties:
HOMO level (spin up / spin down)	-8.722 / -8.731	eV
orbital gap (spin up / spin down)	7.941 / 7.949	eV
LUMO energy (spin up / spin down)	-0.78 / -0.78	eV

XYZ file:
```
21
C7H9NO2SSi (ωB97M-V/def2-TZVPD)
S -1.7561 1.2710 -2.1679
Si -1.4375 0.8461 -0.1166
O -0.3202 -0.3470 -0.1728
O -0.0848 -0.4102 1.9754
N -0.5655 -0.9209 -3.4899
C 0.2985 -0.7444 0.8884
C -1.6500 3.5438 0.4305
C -1.0868 -0.0615 -2.9079
C 1.6200 -2.1781 -0.7508
C 2.2275 -1.7754 1.7410
C 1.4831 -1.5941 0.6558
C -1.1469 2.3596 0.8363
H -0.3852 2.2750 1.4906
H 0.5631 -1.9970 -1.2155
H 2.0677 -1.1189 2.5489
H -2.4612 3.5814 -0.1873
H 1.8778 -3.2507 -0.5585
H 2.4224 -1.6140 -1.1746
H -3.6171 -0.3152 -0.0909
H -1.3013 4.5348 0.7097
H 3.2527 -2.0842 1.5562
```

Mulliken atomic charge list, values in e, 4 entries: -0.16 -0.27 0.16 -0.61

Which is the most stable structure? <x> is the most stable.

<w>
Entry from the Open Molecules 2025 dataset: one molecule with the formula C2H5FSi (ωB97M-V/def2-TZVPD).

Computed properties:
HOMO level	-10.437	eV
orbital gap	11.239	eV
LUMO energy	0.80	eV

XYZ file:
```
9
C2H5FSi (ωB97M-V/def2-TZVPD)
Si 1.1772 -0.2738 -0.5471
F 1.7483 -0.1703 1.0056
C -0.6175 0.1263 -0.2806
C -1.2374 0.2731 0.8689
H -1.2198 0.6038 -1.0665
H -2.2451 0.6619 0.9167
H -0.7571 0.0891 1.6947
H 1.3225 -1.8846 -0.9113
H 1.8288 0.5747 -1.6804
```

Mulliken atomic charge list, values in e, 4 entries: 0.47 -0.31 -0.29 -0.60

<x>
Entry from the Open Molecules 2025 dataset: a 2-piece molecular cluster, C2H5FSi overall (ωB97M-V/def2-TZVPD).

Computed properties:
HOMO level (spin up / spin down)	-9.486 / -8.205	eV
orbital gap (spin up / spin down)	8.556 / 7.318	eV
LUMO energy (spin up / spin down)	-0.93 / -0.89	eV

XYZ file:
```
9
C2H5FSi (ωB97M-V/def2-TZVPD)
Si -1.9329 0.3986 -0.4285
F 2.0177 0.7955 -1.0284
C 1.2882 -0.0011 -0.2379
C 1.7585 -0.7363 0.7501
H 2.7654 -0.5906 1.2517
H -2.0611 1.2141 -1.6904
H -2.4350 -0.9042 -0.5017
H -2.4304 1.2068 0.6438
H 1.0297 -1.3826 1.2412
```

Mulliken atomic charge list, values in e, 4 entries: 0.41 -0.19 0.02 -0.50

Which is the most stable structure? <w> is the most stable.

<w>
Entry from the Open Molecules 2025 dataset: one molecule with the formula C4H9NO2 (ωB97M-V/def2-TZVPD).

Computed properties:
HOMO level	-9.180	eV
orbital gap	10.064	eV
LUMO energy	0.88	eV

XYZ file:
```
16
C4H9NO2 (ωB97M-V/def2-TZVPD)
O -1.1563 -1.3437 -0.4547
O -0.0537 1.1817 1.2124
N 0.9799 -0.0431 -0.4329
C -1.4860 0.7317 0.7768
C 0.9966 0.8452 0.4833
C -1.8558 -0.7152 0.5438
C 2.1435 -0.4004 -1.2059
H -0.1783 -0.8007 -0.5330
H 1.9333 1.3792 0.7012
H 1.9267 -0.2794 -2.2728
H -1.9832 -1.3070 1.4737
H -2.9056 -0.3905 0.2808
H 2.3907 -1.4548 -1.0359
H -2.1183 1.1220 1.5815
H -1.6448 1.2599 -0.1695
H 3.0113 0.2152 -0.9487
```

Mulliken atomic charge list, values in e, 4 entries: -0.68 -0.36 -0.26 -0.66

<x>
Entry from the Open Molecules 2025 dataset: one molecule with the formula C4H9NO2 (ωB97M-V/def2-TZVPD).

Computed properties:
HOMO level	-9.529	eV
orbital gap	10.447	eV
LUMO energy	0.92	eV

XYZ file:
```
16
C4H9NO2 (ωB97M-V/def2-TZVPD)
O 2.9668 0.1777 -1.0415
O -1.2355 -0.3992 0.4533
N 1.4567 -0.4456 0.4406
C -2.3763 0.2429 0.9242
C 2.7111 -0.1069 0.1149
C -0.6539 0.2915 -0.6080
C 0.6039 -0.4305 -0.9160
H 1.2574 -0.7183 1.4270
H 1.0150 0.0596 -1.8331
H 0.4979 -1.4782 -1.1902
H -2.1331 1.2485 1.2992
H -2.7653 -0.3730 1.7337
H -3.1283 0.3365 0.1269
H 3.5016 -0.0869 0.8841
H -0.3912 1.3312 -0.3330
H -1.3267 0.3507 -1.4822
```

Mulliken atomic charge list, values in e, 4 entries: -0.59 -0.29 -0.15 -0.75

Which is the most stable structure? <x> is the most stable.

<w>
Entry from the Open Molecules 2025 dataset: a 3-piece molecular cluster, C4H9NO2 overall (ωB97M-V/def2-TZVPD).

Computed properties:
HOMO level	-9.925	eV
orbital gap	5.672	eV
LUMO energy	-4.25	eV

XYZ file:
```
16
C4H9NO2 (ωB97M-V/def2-TZVPD)
O -0.5472 -1.9109 -0.0789
O 0.4012 2.1348 -1.8804
N 0.5692 -0.2630 0.9879
C -0.2024 1.5089 -0.8493
C -1.5924 0.9150 -1.1966
C 0.7750 0.3406 -0.3290
C -0.1383 -1.3800 0.9349
H 2.3891 -2.3633 3.2568
H -0.3906 2.2388 0.0694
H 0.7576 -0.3177 -1.1801
H -2.2508 0.7150 -0.3785
H -0.2983 -1.8210 1.9912
H -1.5208 -0.0534 -1.5975
H -2.0285 1.5783 -1.8828
H 1.8314 0.7804 -0.2827
H 2.2459 -2.1024 2.4155
```

Mulliken atomic charge list, values in e, 4 entries: -0.47 -0.47 -0.38 0.58

<x>
Entry from the Open Molecules 2025 dataset: one molecule with the formula C4H9NO2 (ωB97M-V/def2-TZVPD).

Computed properties:
HOMO level	-9.513	eV
orbital gap	10.202	eV
LUMO energy	0.69	eV

XYZ file:
```
16
C4H9NO2 (ωB97M-V/def2-TZVPD)
O -1.9983 1.0275 -1.5297
O 2.4156 -1.0211 0.6556
N 0.0914 0.1778 1.9661
C -1.5608 -0.1349 -0.7794
C -0.0589 -0.4300 -0.7089
C 1.8738 -0.0556 0.1846
C 0.5394 0.4719 0.6664
H 0.4205 1.4617 0.2235
H 2.2095 0.4384 -0.7475
H -0.0620 -1.3875 -0.1918
H -1.1346 1.3962 -1.6672
H -1.9823 -0.1056 0.2238
H -1.9393 -1.0045 -1.3317
H 0.8721 0.3092 2.6040
H -0.1420 -0.7943 2.0880
H 0.4558 -0.3492 -1.6558
```

Mulliken atomic charge list, values in e, 4 entries: -0.47 -0.54 -0.62 -0.35

Which is the most stable structure? <x> is the most stable.

<w>
Entry from the Open Molecules 2025 dataset: a 2-piece molecular cluster, C4H9NO2 overall (ωB97M-V/def2-TZVPD).

Computed properties:
HOMO level	-8.200	eV
orbital gap	9.001	eV
LUMO energy	0.80	eV

XYZ file:
```
16
C4H9NO2 (ωB97M-V/def2-TZVPD)
O -0.4243 -2.7503 1.1115
O 1.7491 -1.3594 0.3386
N 1.1797 0.7242 -0.4278
C -1.0343 1.7773 -0.5886
C 1.9939 -0.3308 -0.2849
C -1.4537 -2.1901 0.5533
C -0.1379 0.8296 0.1909
H -1.2092 1.3984 -1.6008
H -2.3121 -2.8239 0.8922
H -0.0261 1.1639 1.2310
H -0.6125 2.7876 -0.6585
H 0.3862 -2.2334 0.8594
H -2.0036 1.8546 -0.0874
H 1.5384 1.5217 -0.9329
H -0.5974 -0.1666 0.1985
H 2.9639 -0.2028 -0.7945
```

Mulliken atomic charge list, values in e, 4 entries: -0.35 -0.67 -0.10 -1.31

<x>
Entry from the Open Molecules 2025 dataset: one molecule with the formula C4H9NO2 (ωB97M-V/def2-TZVPD).

Computed properties:
HOMO level	-9.563	eV
orbital gap	10.255	eV
LUMO energy	0.69	eV

XYZ file:
```
16
C4H9NO2 (ωB97M-V/def2-TZVPD)
O -0.5015 1.7937 -0.8334
O 1.1999 -2.0506 1.7378
N 1.7705 0.1329 1.4632
C 1.1699 -1.0299 1.0744
C 0.4464 -0.9001 -0.2484
C -0.9876 -0.3665 -0.0530
C -1.3297 0.6689 -1.1021
H 0.4387 -1.8773 -0.7382
H 1.6107 0.9918 0.9585
H -1.7129 -1.1847 -0.0346
H 1.0058 -0.1964 -0.8754
H -0.7289 2.4942 -1.4545
H -1.0897 0.1617 0.9000
H -1.1307 0.2660 -2.1048
H -2.3940 0.9367 -1.0473
H 2.2329 0.1595 2.3577
```

Mulliken atomic charge list, values in e, 4 entries: -0.50 -0.63 -0.36 0.34

Which is the most stable structure? <x> is the most stable.